[1]
C6H13O4P as an isolated structure. Source: OMol25; level of theory: ωB97M-V/def2-TZVPD.

Element x y z (Å)
C: -0.446 1.004 -1.248
C: -1.513 1.040 -0.184
C: -1.790 -0.373 0.416
C: 0.030 -1.144 0.336
C: 0.179 -2.440 -0.451
C: 2.555 1.312 1.275
O: 2.113 -0.323 -1.316
O: -1.387 1.955 0.823
O: -2.758 -1.146 -0.108
O: 1.323 1.473 0.520
P: 0.959 0.199 -0.560
H: -0.774 0.331 -2.052
H: -0.141 1.880 -1.835
H: -2.429 1.342 -0.806
H: -1.981 -0.276 1.482
H: 0.331 -1.247 1.339
H: 1.067 -2.821 -0.044
H: 0.492 -2.194 -1.488
H: -0.885 -2.964 -0.448
H: 2.329 0.387 1.864
H: 2.448 2.226 1.822
H: 3.412 1.172 0.616
H: -0.411 1.869 1.092
H: -2.725 -1.264 -1.045

Relative energy (zero: lowest compared OMol25 entry of this formula, charge and spin) in kcal per mole: 68.7
Electronic energy in hartree: -878.6966
HOMO energy in eV: -9.17

=====

[2]
One molecule with the formula C19H25N5O3. Source: OMol25; level of theory: ωB97M-V/def2-TZVPD.

Element x y z (Å)
C: -0.858 -1.876 1.861
C: -1.508 -3.100 1.229
C: -2.080 -2.844 -0.165
C: -1.034 -2.514 -1.237
N: -0.712 -1.107 -1.319
C: 0.492 -0.624 -0.957
N: 1.561 -1.374 -0.702
C: 2.545 -0.488 -0.435
C: 2.088 0.815 -0.525
C: 2.913 1.943 -0.281
O: 2.589 3.121 -0.327
N: 4.220 1.550 0.043
C: 5.187 2.600 0.314
C: 4.715 0.260 0.137
O: 5.875 0.051 0.427
N: 3.833 -0.772 -0.110
C: 4.277 -2.145 -0.027
N: 0.747 0.708 -0.873
C: -0.165 1.806 -1.093
C: -1.346 1.721 -0.159
C: -1.139 1.749 1.211
C: -2.217 1.620 2.073
C: -3.494 1.462 1.578
C: -3.715 1.442 0.199
O: -5.008 1.283 -0.193
C: -5.308 1.303 -1.568
C: -2.633 1.567 -0.665
H: 0.043 -1.597 1.323
H: -0.583 -2.089 2.891
H: -1.544 -1.030 1.858
H: -0.776 -3.907 1.170
H: -2.324 -3.439 1.872
H: -2.616 -3.741 -0.482
H: -2.808 -2.029 -0.113
H: -0.100 -3.044 -1.046
H: -1.418 -2.822 -2.217
H: -1.489 -0.465 -1.245
H: 5.581 2.490 1.324
H: 6.015 2.533 -0.392
H: 4.671 3.552 0.208
H: 5.340 -2.136 0.206
H: 3.723 -2.665 0.755
H: 4.099 -2.645 -0.978
H: -0.496 1.804 -2.138
H: 0.407 2.720 -0.906
H: -0.139 1.872 1.598
H: -2.057 1.642 3.140
H: -4.343 1.359 2.234
H: -5.006 2.248 -2.031
H: -4.836 0.469 -2.097
H: -6.390 1.201 -1.634
H: -2.778 1.565 -1.736

Relative energy (zero: lowest compared OMol25 entry of this formula, charge and spin) in kcal per mole: 3.7
Electronic energy in hartree: -1238.5874
HOMO energy in eV: -7.60
Structure (SMILES): CCCCNc1nc2c(c(=O)n(C)c(=O)n2C)n1Cc1cccc(OC)c1

=====

[3]
A 10-piece molecular cluster, C5H27O10 overall. Source: OMol25; level of theory: ωB97M-V/def2-TZVPD.

Element x y z (Å)
C: 2.719 -0.419 -0.587
O: 3.068 0.448 -1.650
C: 2.006 0.160 0.609
C: 2.827 1.263 1.298
C: 2.095 2.606 1.381
C: 1.033 2.779 2.153
H: 3.716 -0.766 -0.223
H: 2.128 -1.172 -1.062
H: 0.926 0.549 0.479
H: 1.855 -0.712 1.262
H: 3.652 1.313 0.562
H: 3.044 0.843 2.276
H: 2.625 3.317 0.752
H: 0.801 1.965 2.812
H: 0.491 3.689 2.379
H: 0.432 -1.653 2.523
H: 0.943 -2.974 3.126
O: 1.166 -2.269 2.511
H: -3.111 -2.804 1.579
H: -1.835 -2.425 2.119
O: -2.358 -3.234 2.002
H: 0.599 2.446 -0.956
H: 2.335 1.098 -1.778
O: 0.401 2.720 -1.906
H: -0.758 -3.108 -1.136
H: -0.933 -4.235 -0.156
O: -0.657 -4.065 -1.116
H: -2.523 0.768 -1.652
H: -1.655 -0.809 -1.609
O: -1.203 -0.093 -1.122
H: -0.767 0.574 -2.574
H: -3.032 2.194 -1.642
O: -3.357 1.288 -1.722
H: 0.205 0.058 -3.758
H: -0.443 2.256 -1.933
O: -0.517 0.635 -3.500
H: -3.951 0.784 0.335
H: -2.732 0.149 0.749
O: -3.479 0.620 1.175
H: -0.337 -0.339 1.414
H: -1.064 -0.665 0.157
O: -1.098 -0.901 1.189

Electronic energy in hartree: -958.8383
Spin multiplicity: 2
HOMO energy (spin up / spin down) in eV: -9.73 / -9.72

=====

[4]
C14H12F6IrN2O12S2 as an isolated structure. Source: OMol25; level of theory: ωB97M-V/def2-TZVPD.

Element x y z (Å)
Ir: 0.927 -0.377 -0.836
O: 0.235 -6.131 0.849
C: 0.333 -4.840 0.506
C: -0.170 -3.807 1.301
C: -0.018 -2.518 0.850
N: 0.583 -2.279 -0.305
C: 1.089 -3.239 -1.075
C: 0.980 -4.554 -0.703
C: 1.798 -2.694 -2.295
O: 2.302 -3.404 -3.118
O: 1.806 -1.367 -2.328
C: -0.481 -1.240 1.523
O: -1.047 -1.241 2.576
O: -0.193 -0.175 0.792
H: -0.225 -6.231 1.692
H: -0.670 -3.979 2.246
H: 1.388 -5.337 -1.326
F: 2.744 4.860 0.795
C: 2.539 4.296 1.981
F: 2.156 5.229 2.844
F: 3.708 3.779 2.404
S: 1.304 2.931 1.875
O: 1.865 2.083 0.841
O: 1.256 2.421 3.209
N: -0.021 3.638 1.459
S: -0.523 3.669 -0.043
O: -1.094 2.423 -0.491
O: 0.332 4.366 -0.966
C: -1.967 4.780 0.224
F: -2.601 4.913 -0.946
F: -1.574 5.983 0.632
F: -2.813 4.274 1.112
C: -0.293 2.188 -3.495
C: 0.142 1.194 -2.500
O: 1.261 1.309 -1.862
O: -0.520 0.155 -2.183
H: -0.078 3.179 -3.095
H: -1.355 2.070 -3.689
H: 0.275 2.041 -4.415
C: 4.015 0.772 -0.679
C: 3.516 0.038 0.512
C: 4.251 0.093 1.797
O: 2.477 -0.649 0.483
H: 5.086 0.945 -0.607
H: 3.503 1.737 -0.711
H: 3.770 0.227 -1.590
H: 5.328 0.113 1.647
H: 3.947 -0.717 2.454
H: 3.954 1.040 2.264

Relative energy (zero: lowest compared OMol25 entry of this formula, charge and spin) in kcal per mole: 3.3
Electronic energy in hartree: -3053.0142
Spin multiplicity: 2
HOMO energy (spin up / spin down) in eV: -9.83 / -9.83